C17H33NO6 | ωB97M-V with the def2-TZVPD basis set

```
57
Properties=species:S:1:pos:R:3:forces:R:3
C -1.3146 -1.8930 5.1656 -3.308 2.456 2.750
C -2.4225 -1.1846 4.2542 0.735 -0.425 -0.479
C -3.4154 -2.2566 3.5518 6.229 3.563 -3.857
C -4.4549 -1.5583 2.8038 4.953 -7.259 -10.717
C -4.0330 -0.4576 1.6837 2.500 -8.803 -0.804
C -3.1181 -1.3718 0.5464 -6.836 2.151 -1.892
C -2.7926 -0.5337 -0.6213 -5.359 3.201 -3.497
H -2.4983 0.4958 -0.4652 1.458 -0.066 0.548
C -2.2450 -1.0924 -1.9216 3.031 -6.259 4.879
C -0.7733 -1.3744 -1.4383 -0.819 6.879 -14.012
H -0.2915 -2.0523 -2.4738 -0.470 2.440 3.064
H -0.6815 -1.9454 -0.7449 1.195 -6.174 8.965
O -0.1209 0.0493 -1.1874 -3.554 -5.962 -2.175
C 0.9760 -0.2528 -0.5337 2.031 3.980 6.016
C 1.3263 1.4005 -0.1517 8.865 -10.083 -1.253
N 0.3728 1.9078 0.4726 -10.172 8.478 3.020
C -0.2511 1.6520 1.7808 0.033 -2.599 -4.132
O 0.2015 0.6771 2.3466 -0.473 1.151 1.282
C -1.6705 2.4385 1.9847 10.079 1.070 2.025
H -2.2332 2.2825 1.2423 -4.477 -1.011 -5.536
H -1.9118 2.2104 2.9120 -1.903 -1.120 4.095
H -1.0839 3.3480 2.0115 -1.262 1.376 -0.186
H -0.2355 2.5295 -0.2242 1.515 -1.362 2.196
C 1.9468 1.8929 -1.3831 -4.273 9.903 2.018
O 0.5597 2.4419 -2.4032 2.243 -3.830 2.462
H 0.1538 1.5064 -2.2750 0.240 2.294 -0.780
H 2.3319 3.1214 -0.9335 -0.744 -3.558 -2.120
C 2.8309 1.1867 -2.1950 4.872 0.152 -0.176
O 4.2929 1.2330 -1.3750 -3.337 -1.600 0.001
H 4.1084 0.6562 -0.5526 0.451 1.176 -1.917
C 2.4068 -0.2111 -2.4361 4.751 0.815 3.200
O 2.0705 -0.6826 -1.1707 0.998 -3.384 -0.120
H 1.6170 -0.2145 -3.0564 -2.559 -0.503 -2.765
C 3.6998 -0.9653 -2.8426 -2.423 -7.596 -0.039
H 3.2723 -1.8922 -3.3842 -0.170 0.351 1.520
O 4.3189 -0.5463 -3.9587 4.071 7.305 2.195
H 4.7999 0.4416 -3.4498 -1.393 -3.924 -2.922
H 4.3555 -1.6331 -1.9876 -1.639 2.889 -1.732
H 3.1361 1.7201 -3.0899 -0.296 0.154 0.002
H 2.2472 1.1097 0.5005 -1.094 0.962 -0.479
H 0.8942 -0.8614 0.5733 -0.081 1.356 -3.383
H -2.4952 -2.3373 -2.1386 -0.294 3.784 0.354
H -2.1651 -0.5204 -2.7543 -0.489 1.705 -2.443
H -3.8532 -0.0946 -1.0164 1.340 -1.271 0.981
H -3.7460 -2.2420 0.0566 1.049 1.325 1.695
H -2.3554 -1.6797 1.0550 4.657 -2.234 2.842
H -4.9270 -0.2573 1.2954 -3.195 1.897 -1.828
H -3.4498 0.1883 2.1720 2.001 3.109 1.266
H -5.1520 -2.3697 2.2884 1.176 1.741 0.892
H -4.9344 -1.0602 3.3391 -8.085 7.404 8.820
H -3.7194 -2.8186 4.2850 -2.058 -3.446 3.813
H -2.7299 -2.8378 2.8323 -1.108 0.356 1.179
H -3.1233 -0.4167 4.7417 1.444 -0.917 -0.256
H -1.7135 -0.6860 3.5095 -1.564 -0.186 0.533
H -0.6428 -1.1469 5.6762 -0.854 -0.587 -0.426
H -1.8092 -2.5365 5.9560 0.671 0.650 -0.762
H -0.7095 -2.4644 4.5884 1.701 -1.914 -1.925
```
Positions in Å, forces in eV/Å.

The value obtained for the total energy is -1173.12338 Eh. The calculation puts the HOMO energy at -0.290 Ha. The max |F| comes out at 0.3040 Eh/bohr. The calculation puts the HOMO-LUMO gap at 0.311 Ha. The value obtained for the energy above the lowest of the compared OMol25 structures with the same formula, charge and spin is 417.1 kcal per mole.